No. 1
The following is a quantum chemistry calculation of a cluster of 2 separate species, C9H10N2O2 in total, from the Open Molecules 2025 dataset.

calculated total energy = -608.79066 hartree
HOMO = -9.021 eV
SMILES string = O=[N+]([O-])C1=CCc2ccccc21.N
total charge = 0
LUMO level = -0.671 eV
gap between HOMO and LUMO = 8.35 eV
largest force on an atom = 4.2 eV/A
relative energy (zero: lowest compared OMol25 entry of this formula, charge and spin) = 108.0 kcal/mol
M = 178.19 g/mol

Each line ends with the natural charge from an NBO analysis.
CARTESIAN COORDINATES (ANGSTROEM)
O 3.285 0.176 -0.204  -0.435
O 2.394 -1.753 -0.708  -0.333
N 1.904 2.720 -1.378  -1.068
N 2.321 -0.640 -0.292  0.516
C 1.051 -0.085 0.040  0.016
C -1.901 -2.500 -0.288  -0.213
C -0.546 1.211 1.008  -0.481
C -1.143 -0.051 0.516  -0.007
C 0.846 1.114 0.688  -0.045
C -0.199 -0.841 -0.156  -0.091
C -0.584 -2.084 -0.556  -0.180
C -2.833 -1.668 0.355  -0.207
C -2.411 -0.425 0.781  -0.198
H 2.232 1.741 -1.522  0.373
H -0.835 2.228 0.496  0.268
H -2.053 -3.566 -0.622  0.222
H -3.775 -2.063 0.706  0.218
H 1.950 2.921 -0.456  0.337
H 0.109 -2.950 -0.982  0.241
H 2.457 3.347 -1.915  0.363
H 1.613 1.830 0.873  0.230
H -3.016 0.059 1.558  0.215
H -0.866 1.280 2.057  0.259

No. 2
The following is a quantum chemistry calculation of an isolated molecule of C9H10N2O2S, from the Open Molecules 2025 dataset.

calculated total energy = -1006.87067 hartree
HOMO (spin up / spin down) = -8.676 / -8.666 eV
total charge = 0
LUMO level (spin up / spin down) = -0.272 / -0.752 eV
gap between HOMO and LUMO (spin up / spin down) = 8.40 / 7.91 eV
largest force on an atom = 5.8 eV/A
relative energy (zero: lowest compared OMol25 entry of this formula, charge and spin) = 186.3 kcal/mol
M = 210.26 g/mol

Each line ends with the natural charge from an NBO analysis.
CARTESIAN COORDINATES (ANGSTROEM)
S 0.340 -0.568 -1.754  2.242
O -0.709 -1.301 -2.452  -0.912
O 1.450 0.042 -2.462  -0.889
N -0.527 0.680 -0.836  -0.621
N 0.819 0.393 2.554  -0.427
C -1.639 1.101 -1.663  -0.434
C 0.276 1.442 3.235  -0.012
C -0.815 2.167 1.126  -0.239
C 0.983 -1.712 -0.583  -0.225
C 0.779 -3.083 -0.093  -0.448
C 0.556 0.298 1.315  0.325
C 2.166 -2.558 -0.363  -0.433
C -0.540 2.271 2.477  -0.225
C -0.336 1.083 0.486  0.070
H 2.574 -3.121 -1.176  0.234
H -1.675 2.206 -1.505  0.196
H -1.700 1.036 -2.728  0.254
H 2.697 -2.295 0.475  0.232
H -1.555 2.925 0.712  0.237
H 0.419 -3.913 -0.708  0.231
H 0.370 1.463 4.219  0.197
H 0.279 -3.158 0.873  0.232
H -0.805 3.198 2.939  0.215
H -2.611 0.730 -1.353  0.201

No. 3
The following is a quantum chemistry calculation of an isolated molecule of C9H10N2O2S2, from the Open Molecules 2025 dataset.

calculated total energy = -1405.17883 hartree
HOMO = -8.927 eV
SMILES string = N#CSCCN=[S@@](=O)(O)c1ccccc1
total charge = 0
LUMO level = 0.519 eV
gap between HOMO and LUMO = 9.45 eV
largest force on an atom = 5.4 eV/A
relative energy (zero: lowest compared OMol25 entry of this formula, charge and spin) = 75.8 kcal/mol
M = 242.32 g/mol

Each line ends with the natural charge from an NBO analysis.
CARTESIAN COORDINATES (ANGSTROEM)
S -0.256 0.384 0.674  2.234
S -4.443 -0.108 -0.762  0.298
O -0.175 1.357 1.662  -0.948
O -0.681 -0.938 1.537  -0.891
N -2.869 -2.345 0.121  -0.362
N -1.134 0.758 -0.573  -0.949
C 1.713 -0.147 -1.201  -0.162
C 2.952 -0.691 -1.512  -0.216
C -3.509 -1.467 -0.319  0.066
C 3.902 -0.876 -0.513  -0.173
C -2.314 1.566 -0.564  -0.240
C 3.587 -0.599 0.811  -0.212
C -3.513 1.082 0.332  -0.529
C 2.272 -0.395 1.121  -0.173
C 1.349 -0.193 0.118  -0.321
H -3.020 0.672 1.270  0.257
H 1.829 -0.256 2.040  0.235
H 4.949 -1.155 -0.950  0.228
H 3.126 -0.725 -2.490  0.209
H -1.925 2.539 -0.223  0.199
H -0.590 -1.758 1.068  0.513
H -4.049 2.000 0.569  0.242
H -2.524 1.612 -1.696  0.218
H 4.319 -0.537 1.508  0.219
H 1.005 0.220 -2.029  0.259

No. 4
The following is a quantum chemistry calculation of an isolated molecule of C9H10N2O2S2, from the Open Molecules 2025 dataset.

calculated total energy = -1405.20064 hartree
HOMO = -8.540 eV
total charge = 0
LUMO level = 0.242 eV
gap between HOMO and LUMO = 8.78 eV
largest force on an atom = 5.1 eV/A
relative energy (zero: lowest compared OMol25 entry of this formula, charge and spin) = 62.1 kcal/mol
M = 242.32 g/mol

Each line ends with the natural charge from an NBO analysis.
CARTESIAN COORDINATES (ANGSTROEM)
S -1.656 1.000 -0.323  1.467
S -1.074 -0.495 1.092  -0.007
O -3.273 0.693 -0.233  -0.695
O -1.170 0.651 -1.598  -0.916
N 0.919 1.828 0.496  -0.486
N 1.825 3.692 -0.870  -0.358
C 1.289 0.567 -0.002  0.161
C -3.766 -0.346 -0.969  -0.267
C 2.524 0.385 -0.693  -0.219
C 0.518 -0.586 0.318  -0.226
C 0.394 2.121 1.841  -0.372
C 0.980 -1.836 -0.070  -0.213
C 3.082 -0.844 -0.758  -0.183
C 1.402 2.864 -0.197  0.423
C 2.210 -1.941 -0.659  -0.210
H 0.363 1.230 2.304  0.220
H 3.152 1.186 -0.991  0.233
H -4.752 -0.333 -0.955  0.192
H -3.240 -0.372 -1.970  0.194
H -3.567 -1.274 -0.564  0.173
H -0.483 2.589 1.724  0.207
H 4.058 -0.868 -1.162  0.219
H 0.433 -2.789 0.048  0.234
H 1.212 2.620 2.304  0.209
H 2.572 -2.964 -0.966  0.218

No. 5
The following is a quantum chemistry calculation of an isolated molecule of C9H10N2O3, from the Open Molecules 2025 dataset.

calculated total energy = -684.03125 hartree
HOMO = -9.572 eV
SMILES string = O=[N+]([O-])[C@]1(c2ccccc2)NCCO1
total charge = 0
LUMO level = 0.297 eV
gap between HOMO and LUMO = 9.87 eV
largest force on an atom = 4.2 eV/A
relative energy (zero: lowest compared OMol25 entry of this formula, charge and spin) = 118.0 kcal/mol
M = 194.19 g/mol

Each line ends with the natural charge from an NBO analysis.
CARTESIAN COORDINATES (ANGSTROEM)
O -2.145 -1.072 -1.584  -0.401
O -2.129 1.064 -1.858  -0.342
O 0.547 -1.088 -1.254  -0.485
N -1.568 0.035 -1.554  0.469
N 0.535 1.191 -1.367  -0.620
C -1.666 0.873 2.481  -0.204
C -1.604 -0.370 3.195  -0.205
C 1.373 0.704 -2.467  -0.257
C -0.472 -1.370 1.278  -0.179
C 0.983 -0.795 -2.542  -0.092
C -0.603 -0.218 0.611  -0.088
C -1.224 0.932 1.187  -0.199
C -1.008 -1.491 2.607  -0.206
C -0.147 -0.020 -0.837  0.497
H -0.903 -2.329 3.320  0.228
H -1.951 1.922 2.926  0.225
H 0.005 -0.724 -3.187  0.178
H -2.192 -0.390 4.094  0.219
H 1.804 -1.355 -2.973  0.222
H -1.252 1.794 0.558  0.230
H 2.369 0.889 -2.153  0.185
H 1.123 1.356 -3.286  0.213
H 0.023 -2.150 0.740  0.237
H 1.150 1.561 -0.676  0.374

No. 6
The following is a quantum chemistry calculation of a structure of composition C9H10N2O4SZn, from the Open Molecules 2025 dataset.

calculated total energy = -2936.22594 hartree
HOMO = -15.517 eV
total charge = +2
LUMO level = -8.007 eV
gap between HOMO and LUMO = 7.51 eV
largest force on an atom = 6.6 eV/A
M = 307.65 g/mol

Each line ends with the natural charge from an NBO analysis.
CARTESIAN COORDINATES (ANGSTROEM)
Zn 1.612 1.971 1.051  1.485
S -0.817 -0.050 0.386  -0.268
O 1.571 -0.815 -1.286  -0.457
O -0.750 2.564 -1.683  -0.404
O 1.268 -1.126 2.890  -0.384
O -1.223 2.788 2.971  -0.344
N -1.632 -2.803 -0.237  -0.557
N -2.360 -1.370 -1.702  -0.555
C 1.337 -0.011 -0.494  0.292
C 1.241 -0.063 2.417  0.423
C -2.401 -2.625 -2.449  -0.240
C -1.637 -1.460 -0.540  0.451
C 2.798 3.600 1.940  -0.439
C 3.538 2.929 1.065  -0.498
C -0.336 2.456 2.308  0.421
C -1.870 -3.646 -1.410  -0.239
C -0.137 2.419 -0.685  0.417
H 2.784 3.340 2.994  0.263
H -2.598 -4.427 -1.168  0.239
H 3.592 3.199 0.011  0.269
H -3.427 -2.836 -2.761  0.238
H -1.000 -4.195 -1.825  0.232
H 2.201 4.460 1.650  0.263
H -1.808 -2.679 -3.387  0.234
H -2.745 -0.504 -2.080  0.445
H 4.165 2.087 1.359  0.269
H -1.367 -3.201 0.665  0.445

No. 7
The following is a quantum chemistry calculation of an isolated molecule of C9H10N2OS, from the Open Molecules 2025 dataset.

calculated total energy = -931.84012 hartree
HOMO = -8.628 eV
SMILES string = C[C@@](O)(c1ncc[nH]1)c1cccs1
total charge = 0
LUMO level = 0.690 eV
gap between HOMO and LUMO = 9.32 eV
largest force on an atom = 6.1 eV/A
relative energy (zero: lowest compared OMol25 entry of this formula, charge and spin) = 36.7 kcal/mol
M = 194.26 g/mol

Each line ends with the natural charge from an NBO analysis.
CARTESIAN COORDINATES (ANGSTROEM)
S 1.354 1.577 0.470  0.446
O -0.249 -1.877 -0.674  -0.699
N -2.380 0.082 0.909  -0.464
N -1.718 0.605 -1.093  -0.497
C 2.256 -0.556 -0.658  -0.256
C -1.428 -0.031 0.078  0.337
C 1.122 -0.106 -0.035  -0.198
C 2.925 1.588 -0.133  -0.423
C 3.368 0.416 -0.697  -0.243
C -0.103 -0.862 0.291  0.167
C -3.302 0.897 0.350  -0.110
C -0.138 -1.171 1.713  -0.635
C -2.928 1.161 -0.956  -0.087
H -0.987 -1.935 1.903  0.240
H -4.295 0.893 0.697  0.204
H 2.487 -1.543 -0.949  0.212
H -3.247 1.836 -1.688  0.209
H -0.465 -0.219 2.105  0.251
H 0.434 -2.553 -0.560  0.470
H 3.445 2.514 -0.139  0.232
H 0.831 -1.598 2.167  0.217
H 4.169 0.184 -1.253  0.215
H -1.151 0.699 -1.850  0.413

No. 8
The following is a quantum chemistry calculation of a cluster of 2 separate species, C9H10N2S in total, from the Open Molecules 2025 dataset.

calculated total energy = -856.49013 hartree
HOMO (spin up / spin down) = -6.301 / -6.370 eV
total charge = 0
LUMO level (spin up / spin down) = 0.483 / 0.126 eV
gap between HOMO and LUMO (spin up / spin down) = 6.78 / 6.50 eV
largest force on an atom = 3.8 eV/A
relative energy (zero: lowest compared OMol25 entry of this formula, charge and spin) = 103.2 kcal/mol
M = 178.26 g/mol

Each line ends with the natural charge from an NBO analysis.
CARTESIAN COORDINATES (ANGSTROEM)
S 1.979 -1.506 0.917  0.419
N -0.689 -0.109 1.282  -0.428
N -1.388 3.190 0.934  -0.356
C 3.017 -0.849 -1.336  -0.233
C -0.213 -0.046 -0.009  -0.042
C -0.361 2.654 0.834  0.060
C -1.463 0.005 -0.869  -0.414
C -2.685 0.105 0.238  -0.447
C 3.241 -1.498 -0.120  -0.493
C -1.978 -0.286 1.539  -0.056
C 1.779 -0.282 -1.370  -0.280
C 1.030 -0.571 -0.267  -0.207
H 0.064 -0.150 1.981  0.414
H -1.450 0.750 -1.649  0.222
H -1.735 -0.940 -1.579  0.200
H -2.315 -0.443 2.623  0.224
H -3.471 -0.604 -0.054  0.222
H 3.692 -0.818 -2.201  0.228
H 0.570 1.995 0.745  0.266
H 1.379 0.377 -2.150  0.226
H -3.024 1.142 0.246  0.239
H 4.019 -2.114 0.265  0.233

No. 9
The following is a quantum chemistry calculation of an isolated molecule of C9H10NO2P, from the Open Molecules 2025 dataset.

calculated total energy = -895.52528 hartree
HOMO = -8.124 eV
SMILES string = CC(=O)N1c2ccccc2OP1C
total charge = 0
LUMO level = 0.627 eV
gap between HOMO and LUMO = 8.75 eV
largest force on an atom = 5.8 eV/A
relative energy (zero: lowest compared OMol25 entry of this formula, charge and spin) = 0.0 kcal/mol
M = 195.16 g/mol

Each line ends with the natural charge from an NBO analysis.
CARTESIAN COORDINATES (ANGSTROEM)
P 0.033 1.223 -1.721  1.271
O -0.262 2.031 -0.309  -0.765
O -0.602 -2.649 -0.688  -0.597
N -0.218 -0.425 -0.756  -0.662
C -0.420 -1.619 -2.856  -0.722
C -0.587 -0.993 1.642  -0.215
C -0.454 -1.655 -1.371  0.677
C -0.616 0.937 3.199  -0.223
C -0.682 -0.456 2.951  -0.227
C 1.890 1.191 -1.369  -0.984
C -0.415 1.252 0.822  0.258
C -0.565 1.783 2.087  -0.251
C -0.462 -0.107 0.587  0.067
H 2.184 2.121 -1.027  0.231
H -0.673 -1.277 3.644  0.220
H 2.558 0.982 -2.298  0.232
H -0.719 1.495 4.176  0.227
H 0.697 -1.759 -3.272  0.238
H -0.691 -2.086 1.399  0.267
H -0.534 2.905 2.345  0.231
H -0.820 -2.484 -3.354  0.252
H -0.802 -0.843 -3.350  0.222
H 2.159 0.432 -0.479  0.253

No. 10
The following is a quantum chemistry calculation of the ion C9H10NO4 with charge -1, from the Open Molecules 2025 dataset.

calculated total energy = -704.47143 hartree
HOMO = -4.272 eV
total charge = -1
LUMO level = 3.256 eV
gap between HOMO and LUMO = 7.53 eV
largest force on an atom = 5.1 eV/A
relative energy (zero: lowest compared OMol25 entry of this formula, charge and spin) = 159.6 kcal/mol
M = 196.18 g/mol

Each line ends with the natural charge from an NBO analysis.
CARTESIAN COORDINATES (ANGSTROEM)
O 2.243 -2.047 0.143  -0.566
O 3.396 -0.213 1.999  -0.641
O 4.530 0.999 0.537  -0.661
O 2.493 0.131 -0.235  -0.555
N 1.687 -0.900 0.014  0.296
C -0.388 1.376 -0.490  0.180
C -0.792 -1.434 0.485  -0.366
C -1.518 -1.975 -0.793  -0.588
C -1.429 1.640 0.223  -0.387
C -1.646 -0.518 1.391  -0.140
C -1.873 0.778 1.291  -0.209
C 0.259 1.982 -1.674  -0.704
C 0.411 -0.670 0.088  0.220
C 3.677 0.399 1.056  1.009
H -2.076 2.565 0.015  0.190
H -2.702 -1.874 -0.749  0.186
H -0.177 2.909 -1.850  0.198
H 0.059 1.332 -2.577  0.218
H -1.207 -1.292 -1.534  0.214
H -0.493 -2.390 1.001  0.236
H 1.376 2.013 -1.581  0.270
H -2.519 1.237 2.063  0.197
H -1.330 -3.012 -1.055  0.210
H -1.981 -1.037 2.231  0.191